1.
{
  "formula": "C5H8N2",
  "method": "ωB97M-V/def2-TZVPD",
  "symbols": ["C", "N", "C", "C", "C", "C", "N", "H", "H", "H", "H", "H", "H", "H", "H"],
  "coordinates": [[-0.9890, -1.5821, 0.2241], [-0.3285, -0.2021, 0.6981], [0.9506, -0.7818, 0.6434], [1.7372, -0.1681, -0.2561], [1.0285, 1.0115, -0.6738], [-0.2141, 0.9640, -0.1145], [-1.2718, 1.8780, -0.2848], [-1.6555, -1.3346, -0.5874], [-0.3711, -2.4494, -0.1319], [-1.4882, -1.9280, 1.1215], [1.1215, -1.6033, 1.3166], [2.7212, -0.4820, -0.5613], [1.4624, 1.8256, -1.2439], [-1.7611, 2.1156, 0.5701], [-0.9422, 2.7365, -0.7201]],
  "atomic_forces_ev_per_a": [[-0.962, 0.742, 0.203], [0.256, -1.261, -0.765], [1.294, 0.306, 0.450], [0.434, 0.116, 0.486], [-0.289, 0.093, -0.059], [0.086, -0.463, -0.561], [0.008, -0.198, 0.130], [-0.519, 0.051, 0.043], [0.023, 1.407, 0.266], [-0.460, -0.058, -0.148], [0.231, -0.230, -0.238], [0.130, 0.157, 0.127], [-0.241, -0.108, 0.016], [0.117, -0.197, -0.010], [-0.108, -0.358, 0.059]],
  "charge": 0,
  "e_homo_ev": -7.37,
  "relative_energy_kcal_mol": 49.7,
  "orbital_gap_ev": 8.51,
  "lumo_energy_ev": 1.14
}

=====

2.
{
  "formula": "C3HGdO",
  "method": "ωB97M-V/def2-TZVPD",
  "symbols": ["O", "C", "C", "C", "H", "Gd"],
  "coordinates": [[-0.1314, 0.9702, 0.8974], [-0.3867, 0.1531, 0.0474], [-0.3382, -1.1911, -0.2426], [0.4714, -1.2107, -1.2044], [1.1690, -1.4361, -2.0014], [-0.7841, 2.7147, 2.5035]],
  "atomic_forces_ev_per_a": [[0.338, 0.947, 1.676], [-2.356, -0.041, 0.393], [-0.074, 2.007, 0.840], [1.592, -2.534, -2.033], [0.218, 0.137, -0.260], [0.282, -0.515, -0.616]],
  "charge": 3,
  "e_homo_ev": [-21.89, -23.31],
  "relative_energy_kcal_mol": 30.7,
  "orbital_gap_ev": [6.25, 3.79],
  "spin_multiplicity": 9,
  "lumo_energy_ev": [-15.64, -19.52]
}

=====

3.
{
  "formula": "C2H4N2S2",
  "method": "ωB97M-V/def2-TZVPD",
  "symbols": ["N", "N", "C", "S", "C", "S", "H", "H", "H", "H"],
  "coordinates": [[1.2084, -0.6730, 0.2798], [-0.0682, -0.0277, -0.0242], [-0.9223, 0.2021, 0.9723], [-0.7455, -0.1396, 2.5563], [-0.3433, 0.3253, -1.2956], [0.7122, 0.2022, -2.5570], [1.4838, -0.3773, 1.2724], [1.8554, -0.1077, -0.2769], [-1.8377, 0.5469, 0.5513], [-1.3563, 0.6764, -1.3844]],
  "atomic_forces_ev_per_a": [[-0.165, 1.812, 0.909], [2.760, -0.984, 0.830], [-0.747, -0.624, 1.207], [0.124, 0.261, -0.416], [1.105, -0.329, -1.394], [-0.845, 0.201, 0.816], [-1.139, -0.620, -1.390], [0.083, -0.480, -0.398], [-0.866, 0.535, 0.064], [-0.311, 0.228, -0.228]],
  "charge": 0,
  "e_homo_ev": -9.14,
  "relative_energy_kcal_mol": 48.3,
  "orbital_gap_ev": 8.11,
  "lumo_energy_ev": -1.03
}

=====

4.
{
  "formula": "C18H20ClNO3S",
  "method": "ωB97M-V/def2-TZVPD",
  "symbols": ["O", "C", "N", "C", "C", "H", "C", "C", "C", "H", "C", "H", "H", "H", "H", "H", "H", "H", "H", "H", "H", "C", "C", "C", "C", "C", "H", "H", "S", "O", "C", "C", "C", "C", "C", "C", "Cl", "H", "H", "H", "H", "O", "H", "H"],
  "coordinates": [[2.0987, -3.8214, -0.4599], [1.2890, -2.9072, -0.3824], [0.2409, -2.9486, 0.4706], [-0.8088, -1.9653, 0.6041], [-0.5581, -0.9753, 1.7440], [-1.4420, -0.3404, 1.8296], [-0.2730, -1.6488, 3.0864], [1.0732, -2.3807, 3.1044], [1.0112, -3.8438, 2.6586], [2.0314, -4.1862, 2.4809], [0.1800, -4.0690, 1.3864], [-0.8682, -4.2366, 1.6417], [0.5588, -4.9512, 0.8637], [0.5856, -4.4566, 3.4557], [1.7730, -1.8416, 2.4623], [1.4850, -2.3605, 4.1160], [-0.2606, -0.8717, 3.8546], [-1.0788, -2.3412, 3.3380], [0.2867, -0.3369, 1.4802], [-0.9400, -1.4124, -0.3261], [-1.7412, -2.5062, 0.7988], [1.4396, -1.7372, -1.2721], [2.0668, -1.7001, -2.4923], [1.9760, -0.3693, -2.9468], [1.3273, 0.3257, -1.9608], [0.8369, 1.7090, -1.8781], [1.3418, 2.3721, -2.5723], [0.8713, 2.0861, -0.8586], [-0.9906, 1.6673, -2.3850], [-1.6228, 0.7212, -1.4718], [-1.3219, 3.3138, -1.6839], [-1.9023, 3.4285, -0.4351], [-2.1691, 4.6819, 0.0879], [-1.8605, 5.8145, -0.6489], [-1.2877, 5.7063, -1.9065], [-1.0228, 4.4479, -2.4207], [-0.3166, 4.2636, -3.9889], [-1.0517, 6.5861, -2.4838], [-2.0698, 6.7937, -0.2466], [-2.6190, 4.7756, 1.0641], [-2.1387, 2.5206, 0.1003], [1.0035, -0.5005, -0.9493], [2.3496, 0.0276, -3.8684], [2.5179, -2.5330, -2.9898]],
  "atomic_forces_ev_per_a": [[0.155, 0.047, -0.132], [-0.198, -0.054, 0.197], [-0.018, -0.232, -0.020], [-0.278, 0.703, -0.028], [-0.216, -0.275, -0.019], [-0.019, 0.087, -0.041], [0.230, 0.227, -0.084], [-0.136, -0.201, 0.148], [0.049, 0.115, -0.127], [-0.009, -0.100, 0.036], [0.284, -0.390, 0.186], [0.039, 0.059, -0.070], [-0.156, 0.062, 0.098], [0.029, -0.050, 0.031], [0.070, 0.048, 0.040], [0.072, 0.036, -0.039], [-0.073, -0.051, 0.028], [-0.114, -0.027, 0.100], [-0.009, 0.059, -0.011], [-0.071, -0.131, 0.092], [0.073, 0.010, -0.057], [0.721, -0.208, -1.014], [-0.389, -0.230, 0.712], [-0.253, 0.432, 0.466], [0.386, -0.024, -0.791], [-0.681, -0.260, -0.113], [0.104, 0.057, -0.014], [-0.066, 0.093, 0.022], [0.978, 1.188, 0.023], [-0.615, -0.900, 0.739], [0.094, -0.170, -0.488], [0.018, -0.191, -0.010], [0.024, 0.016, -0.034], [0.008, 0.013, -0.011], [0.028, -0.044, -0.056], [-0.137, 0.038, 0.277], [0.127, 0.167, -0.240], [0.033, 0.067, -0.081], [-0.017, 0.093, 0.028], [-0.044, 0.001, 0.084], [-0.048, -0.098, 0.068], [-0.115, 0.091, 0.322], [0.043, 0.150, -0.193], [0.094, -0.225, -0.023]],
  "charge": 0,
  "e_homo_ev": -8.46,
  "relative_energy_kcal_mol": 37.8,
  "orbital_gap_ev": 8.89,
  "lumo_energy_ev": 0.43
}

=====

5.
{
  "formula": "C43H51N5O4S3SiTaTe",
  "method": "ωB97M-V/def2-TZVPD",
  "symbols": ["Ta", "C", "C", "C", "C", "C", "C", "C", "S", "O", "O", "N", "C", "C", "O", "O", "H", "H", "H", "H", "H", "H", "H", "H", "H", "C", "Si", "C", "N", "C", "C", "C", "C", "C", "C", "C", "C", "C", "C", "C", "C", "C", "C", "C", "C", "C", "H", "H", "H", "H", "H", "H", "H", "H", "H", "H", "H", "H", "H", "H", "H", "H", "H", "H", "H", "H", "H", "H", "H", "H", "S", "C", "N", "C", "C", "N", "H", "H", "H", "H", "H", "H", "Te", "C", "C", "C", "C", "S", "H", "H", "H", "C", "C", "C", "C", "C", "C", "C", "C", "N", "H", "H", "H", "H", "H", "H", "H", "H", "H"],
  "coordinates": [[-0.3200, -0.7281, -0.4467], [-4.0308, -6.1003, -4.1057], [-3.7883, -4.9654, -3.1483], [-4.3725, -4.9549, -1.8863], [-4.1470, -3.9070, -1.0071], [-3.3105, -2.8691, -1.3891], [-2.7182, -2.8568, -2.6433], [-2.9692, -3.9002, -3.5154], [-3.0274, -1.5436, -0.2500], [-4.2949, -1.2865, 0.3700], [-2.4335, -0.4342, -1.0532], [-1.8229, -1.8380, 0.7273], [-1.4988, -3.2066, 1.0746], [-0.5098, -3.7277, 0.0262], [-0.0327, -4.8553, 0.1343], [-0.2452, -2.8809, -0.9018], [-4.6755, -6.8597, -3.6642], [-3.0894, -6.5756, -4.3863], [-4.5034, -5.7436, -5.0227], [-5.0181, -5.7728, -1.5886], [-4.6313, -3.8842, -0.0396], [-2.0685, -2.0434, -2.9366], [-2.5118, -3.8848, -4.4980], [-2.3632, -3.8705, 1.1367], [-1.0016, -3.2083, 2.0446], [-0.8014, 0.7902, 1.1483], [-0.6077, 2.5982, 1.4922], [-0.7090, 3.7275, -0.0305], [0.0131, 3.3122, -1.2164], [-0.3552, 4.0670, -2.4079], [0.3740, 5.4064, -2.4917], [1.8973, 5.1687, -2.5745], [2.2600, 3.7236, -2.2178], [1.4659, 3.2142, -1.0225], [0.8415, 3.0351, 2.6238], [1.4653, 4.2833, 2.5976], [2.4501, 4.6228, 3.5172], [2.8243, 3.7158, 4.4983], [2.2069, 2.4734, 4.5528], [1.2285, 2.1422, 3.6267], [-2.1187, 3.1788, 2.4948], [-2.0237, 3.8890, 3.6927], [-3.1575, 4.3116, 4.3780], [-4.4190, 4.0318, 3.8756], [-4.5403, 3.3251, 2.6859], [-3.4035, 2.9076, 2.0101], [-1.8966, 0.7035, 1.1404], [-0.5149, 0.2532, 2.0648], [-0.4764, 4.7671, 0.2795], [-1.7778, 3.7315, -0.2767], [-1.4379, 4.2011, -2.4025], [-0.1244, 3.4656, -3.2928], [0.1302, 5.9927, -1.6011], [0.0181, 5.9826, -3.3495], [2.4194, 5.8522, -1.8986], [2.2614, 5.3923, -3.5803], [3.3239, 3.6473, -1.9813], [2.0871, 3.0624, -3.0690], [1.7695, 3.7894, -0.1355], [1.7353, 2.1733, -0.8330], [1.1810, 5.0114, 1.8458], [2.9247, 5.5956, 3.4667], [3.5946, 3.9745, 5.2147], [2.4947, 1.7551, 5.3111], [0.7761, 1.1573, 3.6760], [-1.0465, 4.1143, 4.1051], [-3.0528, 4.8581, 5.3080], [-5.3041, 4.3577, 4.4087], [-5.5207, 3.0927, 2.2878], [-3.5248, 2.3447, 1.0888], [1.4562, -2.0912, 2.8242], [1.9456, -3.6326, 3.2009], [2.9322, -3.9595, 4.0890], [2.9453, -5.3890, 4.3524], [2.2928, -5.9189, 3.0735], [1.4694, -4.7891, 2.6824], [3.1760, -3.2766, 4.7847], [2.3457, -5.6425, 5.2338], [3.9578, -5.7651, 4.4912], [1.6941, -6.8109, 3.2501], [3.0455, -6.1434, 2.3110], [0.9394, -4.7908, 1.8095], [0.3616, -0.0101, -3.0160], [-1.3973, 0.2518, -4.1597], [-1.6611, -0.4010, -5.3354], [-2.9017, -0.0325, -5.9246], [-3.5660, 0.9015, -5.1875], [-2.6822, 1.3232, -3.7850], [-0.9828, -1.1307, -5.7572], [-3.2811, -0.4456, -6.8492], [-4.5276, 1.3460, -5.3898], [2.9934, 0.6873, 1.5921], [3.6388, -0.0129, 0.4348], [5.0158, 0.0490, 0.2773], [5.6584, -0.6684, -0.7195], [4.9062, -1.4814, -1.5491], [3.5234, -1.5735, -1.4281], [2.7863, -2.5232, -2.3352], [2.8672, -0.7949, -0.4528], [1.4861, -0.7976, -0.3508], [3.0944, 0.0841, 2.4986], [1.9302, 0.8179, 1.4232], [3.4454, 1.6630, 1.7837], [5.5892, 0.6669, 0.9607], [6.7335, -0.6058, -0.8376], [5.3958, -2.0737, -2.3158], [3.2022, -3.5289, -2.2307], [2.8994, -2.2265, -3.3807], [1.7266, -2.5768, -2.1090]],
  "atomic_forces_ev_per_a": [[1.752, -0.088, -0.383], [0.006, -0.001, 0.001], [0.009, 0.002, -0.002], [-0.005, 0.004, 0.002], [-0.022, -0.008, -0.030], [-0.036, -0.006, 0.046], [0.046, -0.027, -0.002], [-0.020, 0.003, -0.003], [-0.270, 0.071, 0.185], [0.021, 0.039, 0.037], [-0.539, -0.066, -0.249], [-0.449, -0.309, 0.124], [0.065, 0.035, 0.018], [-0.043, -0.080, 0.104], [0.028, 0.001, 0.047], [0.057, 0.341, 0.033], [-0.002, 0.002, -0.001], [-0.001, -0.002, 0.000], [0.000, 0.002, 0.001], [0.000, 0.000, -0.002], [0.004, 0.011, 0.000], [-0.007, 0.019, -0.004], [0.000, -0.012, 0.002], [0.006, -0.019, -0.039], [-0.005, -0.041, 0.021], [-0.063, -0.065, -0.277], [-0.001, 0.040, -0.045], [0.014, -0.092, -0.007], [0.010, -0.020, -0.133], [0.044, -0.008, 0.001], [0.002, -0.004, -0.009], [0.005, 0.003, -0.009], [0.009, -0.025, 0.017], [-0.033, 0.043, 0.104], [-0.022, -0.009, 0.026], [0.011, -0.020, -0.020], [0.012, -0.005, 0.006], [-0.004, -0.002, -0.013], [-0.020, -0.002, 0.007], [-0.008, 0.051, 0.051], [-0.038, -0.002, -0.041], [0.007, -0.001, -0.010], [-0.001, -0.004, -0.006], [0.004, 0.003, -0.003], [0.004, -0.002, 0.004], [0.004, -0.006, 0.013], [0.003, -0.027, 0.086], [0.071, 0.016, 0.010], [-0.015, 0.003, 0.033], [-0.001, -0.002, 0.036], [-0.007, 0.022, 0.014], [-0.031, -0.020, -0.022], [-0.006, 0.000, -0.006], [0.003, 0.000, -0.001], [-0.010, -0.009, 0.009], [0.009, 0.009, 0.006], [-0.009, -0.022, -0.021], [-0.035, -0.011, -0.020], [-0.006, 0.049, -0.007], [0.057, -0.150, 0.114], [0.004, -0.004, -0.003], [0.000, 0.000, 0.002], [-0.001, 0.001, 0.002], [0.001, -0.002, -0.005], [-0.003, 0.014, 0.021], [0.002, -0.002, -0.003], [0.000, 0.001, 0.001], [0.000, -0.002, 0.001], [0.002, -0.001, 0.001], [0.000, 0.004, 0.001], [-0.023, -0.153, 0.196], [-0.116, -0.166, -0.145], [0.038, 0.057, 0.024], [0.011, 0.003, 0.008], [-0.001, -0.056, 0.014], [-0.022, 0.154, -0.061], [0.003, 0.012, -0.014], [-0.009, 0.004, 0.001], [-0.003, -0.003, 0.012], [-0.001, -0.007, -0.020], [0.000, 0.014, -0.008], [0.004, -0.011, -0.004], [-0.228, 0.290, -0.090], [-0.028, -0.034, -0.005], [-0.020, -0.008, 0.012], [0.006, 0.017, 0.000], [0.015, -0.013, 0.002], [0.064, 0.036, 0.067], [0.000, 0.002, 0.000], [-0.002, -0.004, 0.004], [0.002, -0.001, 0.000], [0.100, 0.066, -0.089], [-0.056, -0.045, 0.077], [-0.008, -0.013, -0.006], [0.000, 0.008, -0.003], [-0.003, -0.023, -0.014], [-0.009, 0.058, -0.020], [0.038, -0.038, -0.011], [0.005, -0.098, -0.011], [-0.296, 0.298, 0.371], [0.018, 0.051, -0.044], [-0.043, 0.036, -0.063], [0.009, 0.009, -0.048], [-0.003, 0.002, -0.002], [0.001, -0.003, 0.000], [0.004, 0.001, 0.003], [-0.002, 0.004, 0.002], [-0.011, -0.006, 0.008], [0.008, -0.049, 0.050]],
  "charge": -1,
  "e_homo_ev": -4.86,
  "relative_energy_kcal_mol": 9.5,
  "orbital_gap_ev": 7.14,
  "lumo_energy_ev": 2.28
}

=====

6.
{
  "formula": "C2H4ClOPS2",
  "method": "ωB97M-V/def2-TZVPD",
  "symbols": ["S", "P", "Cl", "O", "C", "C", "S", "H", "H", "H", "H"],
  "coordinates": [[-3.4499, 2.9286, -0.7242], [-2.1450, 1.9729, 0.2525], [-1.6478, 2.8241, 2.1055], [-0.7464, 1.8010, -0.4195], [0.1227, 0.7920, 0.0576], [-0.5721, -0.5143, 0.3887], [-2.3926, -0.1808, 0.4249], [0.4513, 1.1704, 1.0140], [0.9498, 0.8524, -0.6612], [-0.2738, -1.2538, -0.3606], [-0.0743, -1.0119, 1.2091]],
  "atomic_forces_ev_per_a": [[-0.094, 0.009, 0.206], [-0.478, -0.976, 0.556], [-0.283, -0.642, -0.752], [0.341, 0.674, -1.027], [0.718, 1.283, 0.943], [0.285, -0.748, -1.666], [0.631, 0.406, 0.648], [0.717, 0.212, 0.296], [-0.213, -0.857, 0.290], [-1.012, 0.106, -0.659], [-0.612, 0.532, 1.165]],
  "charge": 0,
  "e_homo_ev": -9.44,
  "relative_energy_kcal_mol": 0.0,
  "orbital_gap_ev": 9.47,
  "lumo_energy_ev": 0.03
}

=====

What did the first record say?
{
  "formula": "C5H8N2",
  "method": "ωB97M-V/def2-TZVPD",
  "symbols": ["C", "N", "C", "C", "C", "C", "N", "H", "H", "H", "H", "H", "H", "H", "H"],
  "coordinates": [[-0.9890, -1.5821, 0.2241], [-0.3285, -0.2021, 0.6981], [0.9506, -0.7818, 0.6434], [1.7372, -0.1681, -0.2561], [1.0285, 1.0115, -0.6738], [-0.2141, 0.9640, -0.1145], [-1.2718, 1.8780, -0.2848], [-1.6555, -1.3346, -0.5874], [-0.3711, -2.4494, -0.1319], [-1.4882, -1.9280, 1.1215], [1.1215, -1.6033, 1.3166], [2.7212, -0.4820, -0.5613], [1.4624, 1.8256, -1.2439], [-1.7611, 2.1156, 0.5701], [-0.9422, 2.7365, -0.7201]],
  "atomic_forces_ev_per_a": [[-0.962, 0.742, 0.203], [0.256, -1.261, -0.765], [1.294, 0.306, 0.450], [0.434, 0.116, 0.486], [-0.289, 0.093, -0.059], [0.086, -0.463, -0.561], [0.008, -0.198, 0.130], [-0.519, 0.051, 0.043], [0.023, 1.407, 0.266], [-0.460, -0.058, -0.148], [0.231, -0.230, -0.238], [0.130, 0.157, 0.127], [-0.241, -0.108, 0.016], [0.117, -0.197, -0.010], [-0.108, -0.358, 0.059]],
  "charge": 0,
  "e_homo_ev": -7.37,
  "relative_energy_kcal_mol": 49.7,
  "orbital_gap_ev": 8.51,
  "lumo_energy_ev": 1.14
}